8
Properties=species:S:1:pos:R:3 method="wB97M-V/def2-TZVPD" largest_force_ev_per_a=3.05 total_charge=+1 multiplicity=2 total_energy_ev=-4643.934
O -2.65475 -1.67635 -1.06992
N 2.22615 0.95860 0.31808
C 1.08518 1.15888 0.86136
H 1.00506 1.36220 1.93349
H 0.25495 1.21026 0.15659
H 2.87219 1.65389 0.75106
H -3.11122 -2.50898 -0.85909
H -1.79251 -1.76806 -0.66934

***

19
Properties=species:S:1:pos:R:3 method="wB97M-V/def2-TZVPD" largest_force_ev_per_a=2.75 total_charge=+1 multiplicity=2 total_energy_ev=-29919.457
Ca -0.01154 1.33660 -0.29118
O 0.50850 -0.84912 0.00504
O -1.81712 0.12544 -0.22411
O 2.04648 1.13169 -0.43154
C -1.78753 -1.18437 0.33395
C -0.51743 -1.85106 -0.13792
C 2.60411 0.02734 -0.23985
C 1.80209 -1.11511 0.01412
C -3.08761 0.76617 -0.12160
H -0.56399 -2.11792 -1.20019
H -1.81884 -1.11151 1.43128
H -3.39993 0.81952 0.93067
H 3.69581 -0.07925 -0.28169
H -2.97396 1.77676 -0.52696
H -0.27431 -2.72904 0.47019
H 2.14587 -2.14362 0.12153
H -3.82993 0.20774 -0.70646
H -0.39598 2.89156 0.56225
H -2.65240 -1.76639 -0.01370

***

23
Properties=species:S:1:pos:R:3 method="wB97M-V/def2-TZVPD" largest_force_ev_per_a=2.69 smiles=CC(C)C.O.O.O total_charge=0 total_energy_ev=-10549.263
O 0.61895 -1.42901 -7.38821
O -4.02405 0.64067 1.29383
O 1.16367 0.49621 7.42762
C 1.78588 0.57514 -0.15969
C 0.28224 0.52846 -0.13495
C -0.19533 0.27553 -1.62892
C -0.21669 -0.63999 0.70340
H 1.29757 0.70734 6.48315
H -0.16310 -1.62458 -6.85085
H -0.38869 -0.34395 1.74979
H -0.05320 -0.79608 -1.75171
H 0.39959 0.76105 -2.39893
H -3.50614 1.19174 0.72627
H -0.14597 1.45762 0.23904
H -3.50630 0.10986 1.92592
H -1.21386 -0.97125 0.40718
H -1.21114 0.66334 -1.60861
H 0.35265 0.08187 7.60790
H 0.53036 -1.42111 0.82328
H 1.33768 -1.94607 -7.02350
H 2.28245 1.45860 -0.57615
H 2.28162 -0.24905 -0.68001
H 2.29179 0.47369 0.81414

***

51
Properties=species:S:1:pos:R:3 method="wB97M-V/def2-TZVPD" largest_force_ev_per_a=3.73 total_charge=0 multiplicity=3 total_energy_ev=-64855.763
Pt 0.75252 -0.22244 0.41695
S -0.69231 1.65575 0.20938
S 2.08851 -0.14699 -1.58442
S -3.58062 1.11759 -0.40959
O 1.88314 0.01174 2.15234
N 1.93416 2.54985 -1.31366
N -0.82441 -0.67031 1.69697
N 0.85182 1.79323 -3.03709
N -2.12782 -0.31540 1.31580
C -0.72266 -1.18556 2.93244
C 2.87617 2.56778 -0.24986
C 1.45126 3.79261 -2.00695
C 1.77874 -3.02562 4.99702
C 2.94538 -1.35136 3.70946
C -0.70710 -1.22217 -4.21161
C -2.12052 0.72720 0.54826
C -2.73346 -0.11965 -3.49517
C -1.51331 -1.58987 -1.96518
C -2.61883 -0.76323 -2.27463
C 0.60796 -2.64924 4.41342
C 2.97347 -2.31854 4.72100
C -3.72107 -0.47306 -1.30070
C 0.48192 3.20974 -3.06406
C -0.60424 -1.86588 -2.97826
C -1.89692 -1.24732 3.90344
C 1.60072 1.46210 -1.97240
C 1.77409 -0.93360 3.04338
C -1.77043 -0.37618 -4.47441
C 0.58603 -1.65498 3.39935
H 3.86100 2.29091 -0.70413
H -3.78193 -1.23081 -0.55922
H 1.80609 -3.89280 5.69288
H 2.59491 1.85343 0.53199
H -2.74331 -1.01402 3.27713
H 0.68612 3.57303 -4.03410
H -3.55702 0.47957 -3.72770
H -4.71478 -0.47591 -1.79041
H 3.86202 -0.86843 3.51210
H 2.39380 4.24158 -2.37611
H -0.33744 -3.13793 4.66703
H -1.82389 0.00610 -5.47222
H 0.97507 4.51777 -1.32713
H 0.27708 1.11796 -3.58557
H -1.99505 -2.27201 4.28436
H 0.05245 -1.35109 -4.96231
H 2.98032 3.55975 0.13678
H 0.26755 -2.52083 -2.84108
H 3.92960 -2.51563 5.20818
H -1.40920 -2.01570 -0.98338
H -1.70525 -0.44490 4.65918
H -0.57034 3.34379 -2.72748

***

24
Properties=species:S:1:pos:R:3 method="wB97M-V/def2-TZVPD" largest_force_ev_per_a=5.40 total_charge=+1 total_energy_ev=-11944.194
N 2.53934 0.55055 -0.48393
N -0.47260 0.79286 -0.70421
N 0.49092 1.70106 -0.66728
C -2.39296 -0.07000 1.14623
C 2.06842 -0.54410 -1.03596
C -0.88181 -1.60783 -1.36231
C 0.06468 0.42800 1.93522
C -0.82119 -0.10944 0.81122
C 1.73535 1.66650 -0.49511
C -0.29104 -0.62185 -0.40964
H -0.54672 -2.65537 -1.21903
H 2.36844 2.53149 -0.42082
H 1.61410 -0.54631 -2.01985
H -2.44561 0.81336 1.77322
H -0.50473 0.23962 2.91408
H 0.86978 -0.22200 2.04608
H -2.62570 -0.90762 1.75179
H -1.93114 -1.65378 -1.56822
H -1.36103 1.06594 -1.13772
H 2.36112 -1.43252 -0.66161
H 3.41190 0.47398 0.04829
H -2.99141 -0.10617 0.34436
H -0.41416 -1.32094 -2.31652
H 0.15605 1.53459 1.73171

***

12
Properties=species:S:1:pos:R:3 method="wB97M-V/def2-TZVPD" largest_force_ev_per_a=4.20 total_charge=0 total_energy_ev=-18494.247
S -2.61923 0.19908 0.28615
N -1.49313 -0.94714 -0.30464
N 2.48467 -0.11059 -0.37298
N 1.59984 0.94069 -0.16562
C -0.27108 -0.51544 -0.38895
C 3.30066 -0.44254 0.60367
C 0.31775 0.81124 -0.29459
H -0.36409 1.58515 -0.11887
H 0.52498 -1.26755 -0.61311
H -3.65551 -0.61503 0.44482
H 4.03628 -1.18692 0.51295
H 3.14236 -0.00113 1.57775

***

39
Properties=species:S:1:pos:R:3 method="wB97M-V/def2-TZVPD" largest_force_ev_per_a=6.34 total_charge=-1 total_energy_ev=-25491.449
O 1.96534 0.17703 -1.99034
O -3.17274 1.38916 1.55214
O 0.19094 3.34562 1.46633
O -2.58823 1.36553 -0.92012
O -3.31481 -0.61652 -2.53517
O -1.08938 3.24597 -1.57162
O 1.11751 2.47302 -0.96352
O -1.71818 -1.89830 -0.17186
O 2.44197 -1.81784 3.31598
N 3.00574 -0.92202 0.34338
C -1.18732 -1.66538 0.90273
C 1.09302 -0.73204 -1.37554
C -0.17946 -2.78648 1.33208
C 1.50362 -1.11190 0.06832
C 1.12381 -2.64535 0.50815
H 1.71709 1.15419 -1.80025
H 1.23299 -1.57096 -2.06487
H 3.23335 0.16188 0.16203
H 0.07286 -0.43783 -1.35707
H 0.90833 -0.49038 0.69558
H -0.51953 3.85976 0.99316
H -0.02803 -2.77793 2.42212
H 1.17146 -3.16847 -0.38589
H -3.37405 -0.13259 -1.78872
H -3.51739 1.67805 0.64463
H -2.00939 2.22806 -1.22388
H 1.69731 -1.67480 3.86415
H 0.60016 2.91979 0.69721
H -2.28876 1.81261 1.55277
H -2.54622 -1.22460 -2.52848
H -0.65252 -3.69752 1.12117
H 0.14765 2.62025 -1.28889
H 3.74161 -1.42593 -0.27240
H 1.96629 -2.96718 0.99689
H 1.62688 3.35160 -1.03290
H -1.08232 3.31487 -2.49927
H -2.00391 0.68351 -0.66464
H -1.28515 -0.62242 1.39007
H 1.99947 -1.39442 2.40655

***

11
Properties=species:S:1:pos:R:3 method="wB97M-V/def2-TZVPD" largest_force_ev_per_a=1.87 total_charge=0 total_energy_ev=-11722.582
O 0.95725 0.32905 1.98129
O 0.89132 -0.51212 -2.30680
N -1.34071 0.30640 0.22184
N -2.10819 0.07838 -0.88517
N -1.42012 -0.42913 -1.84851
C -0.03731 0.01395 -0.08246
C 1.06399 0.01431 0.69443
C -0.03434 -0.38035 -1.52746
H 1.82565 0.25591 2.44529
H -1.78824 0.61105 1.09575
H 1.99071 -0.28746 0.21180

***

135
Properties=species:S:1:pos:R:3 method="wB97M-V/def2-TZVPD" largest_force_ev_per_a=1.41 total_charge=-1 total_energy_ev=-141710.784
I 3.16658 -3.86374 4.67597
In 4.00518 -1.88874 1.23141
S 4.14962 0.21887 -0.27388
F 1.50015 0.63763 -0.46195
F 2.69825 1.67838 -1.93424
F 2.35178 -0.44632 -2.15275
O -5.20348 -9.35805 6.64087
O 5.14781 0.09022 -1.32814
O -4.19830 -9.30023 1.25555
O 0.43177 5.26419 -0.84453
O -2.03715 1.38737 0.16265
O 4.25501 1.41581 0.55183
O -10.85731 3.91086 1.85603
O 2.79110 12.35224 -1.54928
O -1.69623 6.64477 -0.20110
O 1.31391 -1.64951 4.35669
O 6.20826 4.46004 -1.68846
O 2.61944 -2.69600 -4.09945
O 7.40617 6.38281 -2.97771
O -3.06101 -7.56908 2.85870
O -4.17963 2.77740 0.76377
O 0.60896 13.63274 -0.87291
O -1.68382 9.64098 0.07288
O -0.42815 -3.98175 -7.42782
O -2.28406 -4.56503 -5.67948
O 0.77154 -3.35520 -2.31978
O -6.28619 -11.13427 5.04434
O -8.39595 7.79655 0.88818
O -8.70923 2.53351 1.25757
O 3.53822 3.35269 -5.40418
O 4.79727 5.24780 -6.71709
O -6.26121 6.40362 0.21516
O 0.51043 8.37181 -0.50758
N 6.01993 -2.52931 1.35737
C -8.52271 6.58919 0.97707
C 0.40179 -2.45079 1.11709
C -8.58593 3.73826 1.14126
C 1.38587 -3.63977 0.96480
C -5.30926 -10.31077 3.06035
C -0.63963 10.36937 -0.29266
C -3.80386 -8.35655 3.41089
C -0.85795 -3.98552 -3.90242
C -4.48469 -9.38695 2.54732
C 1.78276 10.28421 -1.07886
C 0.59691 9.57632 -0.63248
C -1.00904 -2.73752 0.54324
C -1.11873 -4.12707 -5.20652
C -3.09507 3.44803 0.38695
C 6.01411 -6.36817 1.53736
C 6.16453 5.92472 -4.91932
C -1.63534 -4.92292 1.80657
C -4.90048 -9.28235 5.34867
C -1.91033 -3.42592 1.57313
C -7.37115 4.39813 0.69874
C 2.41899 -1.92334 4.00526
C -5.56301 -10.32627 4.48863
C -4.07451 -8.36032 4.83864
C 5.83120 4.59768 -2.83455
C 6.48913 5.68894 -3.64172
C 1.46091 -3.14804 -4.54407
C -3.05823 4.78391 0.31336
C 0.52994 12.41956 -0.78742
C 2.57342 0.52044 -1.24957
C -0.66088 11.70911 -0.36521
C 4.47306 4.03605 -4.74591
C 2.65780 -3.27847 0.18770
C 1.19122 -3.29854 -5.85189
C 1.75526 11.62113 -1.15382
C 5.99611 -4.89912 2.00565
C -9.74543 5.92900 1.40167
C 4.79722 3.79578 -3.46947
C -0.91489 -5.21742 3.15356
C -7.33767 5.73444 0.61830
C -1.83424 5.43815 -0.10640
C 3.30037 -1.06968 3.18991
C -0.10044 -3.80147 -6.26580
C 4.61429 -6.84403 1.11774
C -9.78150 4.59206 1.47882
C -0.64376 4.58718 -0.46140
C 0.44724 -3.49674 -3.48071
C -0.68412 3.24852 -0.38616
C 6.20440 -3.90977 0.86642
C 5.14556 5.10995 -5.55639
C -1.90290 2.59105 0.04968
H 6.72317 -6.48967 0.71682
H -3.91435 5.39890 0.55539
H 4.56417 -7.93444 1.09106
H -1.46125 -1.76183 0.33914
H -1.41622 8.69585 0.03025
H 6.63174 6.70313 -5.50594
H -3.93698 1.82996 0.74002
H 5.00674 -4.69761 2.42260
H 0.86480 -4.42133 0.39909
H 1.90951 -3.05534 -6.62177
H -0.93137 -3.31736 -0.37503
H -10.59705 6.54880 1.64369
H -2.94824 -3.33358 1.23112
H -2.57543 -5.47312 1.83043
H 5.55152 -4.17863 0.02481
H 2.74643 -0.15449 2.98723
H 6.56049 -1.94066 0.72832
H -1.06068 -5.37442 0.99714
H 0.82876 -1.55267 0.67089
H -6.49398 7.35135 0.24516
H -0.62778 -4.27402 3.61942
H 3.21337 -4.18754 -0.06356
H 6.30081 -6.98130 2.39504
H -5.80079 -11.05519 2.45031
H 3.85601 -6.47367 1.80886
H -5.81402 -10.11514 6.72881
H -1.58198 -4.21907 -3.13426
H -6.51813 3.78350 0.44333
H 6.73472 -4.72429 2.78756
H -3.59224 -7.60831 5.44733
H -1.87208 -2.89699 2.52730
H 7.43186 5.98858 -2.08199
H -1.53870 12.29098 -0.12305
H 2.65710 9.70234 -1.33453
H 3.51522 3.72989 -6.30338
H 2.35139 -2.85301 -0.76381
H 1.63062 -4.09169 1.92798
H 4.20011 -0.85293 3.76900
H 0.24311 -2.30138 2.18600
H 2.49506 13.28217 -1.50318
H 2.57032 -2.66742 -3.12318
H -1.53585 -5.79188 3.83691
H 4.32415 3.02379 -2.87874
H 4.34753 -6.47232 0.12556
H 7.25102 -4.00841 0.55069
H -10.60128 2.96809 1.82566
H -3.57722 -8.54981 1.16522
H -2.18726 -4.56936 -6.65158
H 0.00215 -5.78808 2.99805
H 0.21108 6.21633 -0.79162
H 0.16391 2.62658 -0.63528

***

9
Properties=species:S:1:pos:R:3 method="wB97M-V/def2-TZVPD" largest_force_ev_per_a=3.30 total_charge=0 multiplicity=3 total_energy_ev=-53025.371
Ni 2.19896 0.63633 -0.62687
F 1.02508 -2.03971 -0.15044
O -0.82076 0.81519 0.76844
O -0.53579 -0.29405 -1.10671
O -2.54183 0.62504 -0.65826
C 0.57436 0.41375 0.74102
C 0.65144 -0.57020 -0.36678
C -1.40381 0.38247 -0.33108
H 0.85235 0.03119 1.73067

***

9
Properties=species:S:1:pos:R:3 method="wB97M-V/def2-TZVPD" largest_force_ev_per_a=0.89 smiles=O.O.O total_charge=0 total_energy_ev=-6239.876
O 0.01655 -0.67341 0.04514
O 0.47126 1.79489 1.48257
O -1.21883 -1.56958 -2.17349
H 0.84435 1.42920 2.28463
H -1.12189 -1.22743 -1.28480
H 0.64285 -1.37062 0.23978
H 0.39525 2.73260 1.65905
H -0.45502 -1.23559 -2.64388
H 0.42545 0.11993 0.39103

***

90
Properties=species:S:1:pos:R:3 method="wB97M-V/def2-TZVPD" largest_force_ev_per_a=5.77 total_charge=0 multiplicity=2 total_energy_ev=-137650.496
Ir -0.61300 -0.11287 0.19226
Cl 2.38056 6.62799 5.60857
S -5.36537 -1.10496 1.77572
S -4.05034 0.01858 4.10346
S -1.34632 -0.31538 2.90534
S -1.18712 2.11139 0.87642
S 1.22312 0.91031 -1.01818
S -7.00382 -0.27593 4.09860
S -2.82493 -1.52560 0.28944
O 4.05787 -2.12668 6.24643
N 2.45010 -1.23675 3.13059
N -0.12535 -1.75719 -1.57131
N 1.21271 -0.59316 1.47005
N -1.73312 0.84899 -1.78684
N 2.86361 0.03001 2.84777
C 3.24048 -0.35480 -2.30653
C 2.07300 0.39721 1.86931
C -0.75231 4.27516 -0.71885
C 0.34567 -2.41244 5.44762
C 2.81370 -1.70003 5.65855
C 1.92210 -0.45914 -1.85099
C -0.36082 -3.14422 -1.09740
C 2.01427 -4.03708 6.29093
C -1.33278 2.24892 -1.85928
C -1.20946 0.04932 -2.91463
C 1.78778 2.13239 5.59352
C 1.21454 -1.61998 -2.11364
C 1.45785 -1.57995 2.31400
C 2.99701 4.09630 6.34316
C 2.15511 4.90110 5.59720
C 3.08245 -2.50202 -3.36975
C -3.21290 0.82404 -1.75886
C -1.08274 2.92227 -0.67690
C -3.63684 -0.98449 1.66592
C 1.51673 0.63897 5.59991
C 2.80704 2.71808 6.33891
C -1.15849 -1.42229 -2.58173
C -0.96196 4.27571 -3.11054
C -1.27638 2.92428 -3.06963
C 1.37558 -2.10226 7.70537
C 3.81645 -1.36119 -3.06615
C 1.64113 -2.54353 6.25752
C -5.55465 -0.44417 3.37650
C 2.76041 -0.18567 5.92072
C 0.96385 2.96951 4.84254
C -0.70049 4.95434 -1.92858
C 1.13679 4.34590 4.83960
C 1.79348 -2.62876 -2.88009
C 3.09657 -2.03558 4.17053
C -2.99707 -0.45426 2.79360
H 0.04907 -1.37670 5.27031
H -0.51107 -3.83952 -1.92926
H 0.43033 -2.91681 4.48019
H -0.46864 -2.90071 5.99128
H 2.99697 -0.05928 6.98177
H -0.52832 4.78322 0.21356
H -0.93647 4.79349 -4.06216
H -3.56052 1.41835 -0.91427
H 0.49605 -3.47228 -0.51279
H 0.97189 -2.54534 2.30729
H 3.02071 -4.19400 6.67356
H 4.83702 -1.25558 -3.41737
H 0.72430 0.44510 6.32878
H -0.96342 -1.97846 -3.50451
H 2.24707 -2.27296 8.34852
H 3.47771 2.10439 6.93177
H -0.44899 6.00982 -1.94949
H 0.16997 2.53955 4.23812
H 3.59731 0.23667 5.36301
H 1.09465 -1.04876 7.77317
H 3.51028 -3.29132 -3.97701
H 2.12650 1.36623 1.40124
H -2.11984 -1.75042 -2.18334
H -1.83601 0.17055 -3.80270
H 4.16805 -1.90737 4.05747
H -3.61003 1.24701 -2.68564
H 2.85878 -3.07680 3.96763
H 1.23819 -3.53486 -3.09940
H 4.02464 -1.94663 7.19126
H -1.24893 -3.17767 -0.47805
H -3.58108 -0.18937 -1.64197
H 3.80583 0.53690 -2.05126
H 3.79618 4.54052 6.92318
H -0.21390 0.41182 -3.14885
H 1.31239 -4.57053 6.93865
H 1.10414 0.37549 4.62747
H 0.55269 -2.69051 8.11763
H -1.47774 2.40434 -4.00094
H 0.48454 4.98037 4.25133
H 1.95421 -4.49784 5.29927